DFT (the ωB97M-V functional and the def2-TZVPD basis) results for a molecular structure, C26H31F9FeO3Si2.

Geometry as XYZ:
```
72
Properties=species:S:1:pos:R:3
Fe 0.14 0.07 0.44
C -1.40 2.77 -1.21
Si -1.79 1.57 0.21
C -2.10 2.61 1.77
C -3.53 0.86 -0.09
C -4.75 1.52 -0.20
C -5.93 0.81 -0.32
C -5.91 -0.58 -0.31
C -4.70 -1.26 -0.19
C -3.50 -0.54 -0.08
Si -1.73 -1.22 -0.05
C -1.44 -2.09 1.61
C -1.66 -2.14 -1.69
H -2.05 3.65 -1.15
H -1.59 2.29 -2.17
H -0.36 3.10 -1.19
H -3.00 3.21 1.60
H -1.28 3.28 2.03
H -2.30 1.96 2.62
H -4.78 2.61 -0.20
H -6.88 1.33 -0.41
H -6.83 -1.14 -0.39
H -4.69 -2.34 -0.20
H -1.65 -3.15 1.53
H -2.08 -1.64 2.37
H -0.39 -2.03 1.92
H -2.22 -3.08 -1.61
H -0.65 -2.39 -2.00
H -2.16 -1.52 -2.44
C 5.51 -1.48 -0.30
C 4.60 -0.32 -0.03
C 3.16 -0.57 -0.26
C 2.37 0.71 -0.15
C 1.18 0.12 -2.21
C 2.93 1.96 0.30
C 1.94 2.77 1.00
O 0.85 2.31 1.32
C 4.25 2.03 0.64
C 4.88 3.22 1.31
C 5.08 0.87 0.39
H 5.28 -1.93 -1.27
H 5.35 -2.26 0.44
H 6.56 -1.18 -0.28
H 2.94 -1.31 -1.02
H 2.04 0.36 -2.84
H 0.26 0.40 -2.72
H 1.15 -0.95 -1.98
H 2.22 3.78 1.34
H 4.42 3.44 2.28
H 4.80 4.12 0.69
H 5.94 3.04 1.50
H 6.15 0.97 0.57
F 3.58 -3.72 -0.62
C 2.50 -4.31 -1.19
F 2.28 -3.65 -2.34
F 2.89 -5.56 -1.53
C 1.24 -4.22 -0.25
O 0.69 -3.04 -0.29
C 0.23 -5.34 -0.72
F 0.59 -6.61 -0.42
F 0.07 -5.29 -2.05
F -0.98 -5.15 -0.18
C 1.73 -4.60 1.20
F 2.60 -5.63 1.26
F 0.68 -4.94 1.99
F 2.33 -3.56 1.79
C 2.64 -0.28 2.28
C 2.13 -0.38 0.86
O 1.22 0.91 -1.02
H 3.30 -1.12 2.50
H 1.82 -0.33 3.00
H 3.20 0.64 2.51
```

Summary:
**Multiplicity**: 2
**Net charge**: -1
**Gap between HOMO and LUMO (alpha / beta)**: 6.7 / 6.6 eV
**E_LUMO (alpha / beta)**: 2.167 / 2.187 eV
**HOMO energy (alpha / beta)**: -4.5270 / -4.3813 eV

These are the Mulliken partial charges, in e, on atoms 1 to 2: Fe -0.2949; C -1.2235


DFT (the ωB97M-V functional and the def2-TZVPD basis) results for a single C26H31N3O4 molecule.

Geometry as XYZ:
```
64
Properties=species:S:1:pos:R:3
C -0.47 2.87 -5.35
C 0.04 1.78 -6.29
N 0.87 0.80 -5.60
C 1.85 0.19 -6.48
C 3.09 1.08 -6.62
C 0.08 -0.17 -4.86
C 0.88 -0.82 -3.73
C 1.60 0.22 -2.86
N 1.34 0.06 -1.45
C 1.98 -0.86 -0.69
O 2.83 -1.63 -1.07
C 1.41 -0.74 0.73
O 1.76 -1.41 1.68
C 0.42 0.32 0.67
C -0.27 0.91 1.68
O -0.99 2.02 1.38
C -0.26 0.46 3.07
C -0.15 1.40 4.09
C -0.12 1.02 5.43
C -0.22 -0.33 5.72
C -0.35 -1.28 4.70
C -0.37 -0.90 3.38
C -0.43 -2.64 5.33
C -0.36 -2.30 6.84
C -1.61 -2.71 7.60
O -0.20 -0.87 6.95
C 0.34 0.83 -0.75
C -1.03 0.63 -1.35
C -1.65 -0.62 -1.30
C -2.88 -0.78 -1.90
C -3.46 0.32 -2.52
N -2.89 1.51 -2.56
C -1.71 1.66 -1.98
H -1.19 2.48 -4.63
H 0.37 3.30 -4.81
H -0.96 3.65 -5.92
H 0.65 2.25 -7.06
H -0.82 1.29 -6.79
H 2.16 -0.76 -6.04
H 1.43 -0.03 -7.47
H 3.51 1.28 -5.64
H 3.83 0.58 -7.23
H 2.84 2.03 -7.09
H -0.77 0.36 -4.41
H -0.33 -0.96 -5.52
H 0.19 -1.40 -3.11
H 1.61 -1.53 -4.13
H 1.28 1.22 -3.15
H 2.68 0.14 -3.00
H -1.43 2.34 2.18
H -0.04 2.44 3.85
H -0.02 1.75 6.21
H -0.49 -1.64 2.60
H 0.41 -3.26 5.02
H -1.35 -3.15 5.09
H 0.53 -2.74 7.31
H -2.49 -2.27 7.15
H -1.54 -2.38 8.63
H -1.71 -3.80 7.59
H 0.59 1.90 -0.80
H -1.15 -1.45 -0.81
H -3.39 -1.73 -1.89
H -4.42 0.24 -3.01
H -1.29 2.65 -2.03
```

Summary:
**SMILES string**: CCN(CC)CCCN1C(=O)C(=O)/C(=C(/O)c2ccc3c(c2)C[C@H](C)O3)[C@@H]1c1cccnc1
**Gap between HOMO and LUMO**: 8.2 eV
**E_LUMO**: -0.220 eV
**HOMO energy**: -8.4057 eV

These are the Mulliken partial charges, in e, on atoms 1 to 2: C -1.1884; C -0.7648


DFT (the ωB97M-V functional and the def2-TZVPD basis) results for a molecular structure, C26H31N3O6PPdS3Te.

Geometry as XYZ:
```
72
Properties=species:S:1:pos:R:3
Pd -0.91 0.49 -0.79
C 2.74 2.92 0.95
C 1.40 2.99 0.25
O 0.34 2.82 1.20
P -0.46 1.37 1.21
S -0.44 1.81 -3.03
S -2.01 1.68 2.43
O 0.67 0.41 1.95
C 0.76 0.24 3.36
C 0.73 -1.25 3.65
H 3.55 3.09 0.24
H 2.88 1.94 1.41
H 2.80 3.67 1.74
H 1.32 2.24 -0.54
H 1.25 3.96 -0.22
H -0.07 0.75 3.85
H 1.70 0.70 3.70
H -0.21 -1.67 3.29
H 0.82 -1.43 4.73
H 1.55 -1.76 3.14
Te -2.12 3.04 -1.81
C -1.09 4.88 -1.62
C -0.41 5.48 -2.67
C 0.27 6.68 -2.49
C 0.27 7.30 -1.25
C -0.40 6.70 -0.18
C -1.06 5.49 -0.36
H -0.39 4.98 -3.63
H 0.80 7.13 -3.32
H 0.80 8.24 -1.10
H -0.37 7.16 0.80
H -1.52 5.00 0.48
N -8.32 -2.35 -0.89
C -7.27 -1.88 -0.98
C -5.96 -1.28 -1.10
C -5.33 -0.77 0.02
C -4.06 -0.21 -0.14
N -3.47 -0.14 -1.32
C -4.08 -0.63 -2.39
C -5.34 -1.22 -2.34
H -5.79 -0.81 1.00
H -3.51 0.20 0.71
H -3.54 -0.54 -3.33
H -5.82 -1.61 -3.22
C 4.37 -0.71 2.11
C 3.83 -1.71 1.13
C 4.28 -3.03 1.13
C 3.75 -3.96 0.24
C 2.79 -3.57 -0.67
C 2.33 -2.25 -0.69
C 2.84 -1.34 0.22
S 2.10 -4.74 -1.80
O 2.41 -6.05 -1.28
O 2.51 -4.39 -3.13
N 0.49 -4.54 -1.71
C -0.15 -4.76 -0.41
C -1.48 -4.02 -0.38
C -1.27 -2.50 -0.50
O -1.72 -1.78 0.41
O -0.62 -2.10 -1.52
H 5.08 -1.17 2.80
H 3.55 -0.28 2.70
H 4.86 0.11 1.59
H 5.03 -3.33 1.84
H 4.08 -4.99 0.26
H 1.53 -1.94 -1.35
H 2.43 -0.34 0.24
H 0.20 -3.61 -2.08
H 0.48 -4.39 0.41
H -0.28 -5.83 -0.27
H -2.00 -4.24 0.55
H -2.10 -4.36 -1.22
```

Summary:
**Multiplicity**: 2
**Net charge**: -2
**Gap between HOMO and LUMO (alpha / beta)**: 5.2 / 5.0 eV
**E_LUMO (alpha / beta)**: 4.095 / 4.086 eV
**HOMO energy (alpha / beta)**: -1.1431 / -0.9298 eV

These are the Mulliken partial charges, in e, on atoms 1 to 2: Pd 0.1602; C -1.2259


DFT (the ωB97M-V functional and the def2-TZVPD basis) results for a gas-phase ion, C26H31N4 (charge +1).

Geometry as XYZ:
```
61
Properties=species:S:1:pos:R:3
C -3.23 2.70 0.55
N -1.88 2.20 0.22
C -0.87 3.24 0.11
C -1.71 0.90 -0.05
N -0.46 0.23 -0.02
C 0.67 0.94 -0.79
C 1.62 1.98 -0.22
C 2.01 2.06 1.12
C 2.77 3.16 1.53
C 3.23 4.12 0.61
C 2.93 3.95 -0.76
C 2.18 2.85 -1.17
C -0.56 -1.19 -0.22
C -0.49 -2.12 0.97
C -1.62 -2.78 1.45
C -1.53 -3.68 2.53
C -0.27 -4.07 3.01
C 0.88 -3.50 2.45
C 0.77 -2.58 1.39
N 1.88 -2.25 0.61
C 3.19 -2.77 1.03
C 1.68 -2.03 -0.75
C 2.77 -1.93 -1.63
C 2.56 -1.57 -2.95
C 1.27 -1.40 -3.46
C 0.18 -1.47 -2.61
C 0.40 -1.68 -1.23
N -2.86 0.17 -0.37
C -3.79 0.65 -1.45
C -3.70 -0.50 0.65
H -3.81 1.90 1.02
H -3.12 3.53 1.24
H -3.74 3.06 -0.35
H -0.13 3.14 0.91
H -0.40 3.23 -0.88
H -1.38 4.20 0.21
H 1.39 0.21 -1.16
H 0.20 1.34 -1.72
H 1.69 1.28 1.81
H 3.02 3.27 2.58
H 3.84 4.98 0.94
H 3.29 4.67 -1.50
H 1.99 2.67 -2.23
H -1.54 -1.41 -0.65
H -2.57 -2.60 0.96
H -2.45 -4.03 3.01
H -0.20 -4.83 3.78
H 1.85 -3.81 2.84
H 3.97 -2.11 0.65
H 3.25 -2.76 2.13
H 3.34 -3.80 0.65
H 3.78 -2.12 -1.25
H 3.42 -1.41 -3.60
H 1.09 -1.15 -4.51
H -0.86 -1.30 -2.93
H -3.36 1.45 -2.07
H -4.02 -0.23 -2.08
H -4.73 1.01 -0.98
H -3.19 -0.64 1.61
H -4.63 0.07 0.81
H -3.99 -1.48 0.25
```

Summary:
**Net charge**: +1
**SMILES string**: CN(C)C(N(Cc1ccccc1)C1c2ccccc2N(C)c2ccccc21)=[N+](C)C
**Gap between HOMO and LUMO**: 7.2 eV
**E_LUMO**: -2.984 eV
**HOMO energy**: -10.2212 eV

These are the Mulliken partial charges, in e, on atoms 1 to 2: C -1.0471; N 0.2362


DFT (the ωB97M-V functional and the def2-TZVPD basis) results for 2 unconnected molecules or ions with the total composition C26H31N5O2.

Geometry as XYZ:
```
64
Properties=species:S:1:pos:R:3
C 2.48 -0.81 -4.04
C 2.71 -2.18 -3.92
C 2.76 -2.78 -2.65
C 2.59 -2.01 -1.49
C 2.67 -2.65 -0.17
N 3.49 -3.74 0.10
C 3.40 -4.11 1.43
C 4.04 -5.12 2.17
C 3.75 -5.25 3.53
C 2.84 -4.38 4.15
C 2.22 -3.37 3.40
C 2.50 -3.25 2.04
C 2.03 -2.32 1.02
C 1.00 -1.25 1.27
N 1.60 -0.04 1.85
C 2.94 0.29 1.94
C 3.00 1.54 2.48
N 1.72 2.01 2.73
C 0.90 1.05 2.35
C 2.38 -0.62 -1.63
C 2.32 -0.03 -2.89
H 2.44 -0.35 -5.02
H 2.83 -2.79 -4.81
H 2.92 -3.85 -2.58
H 4.11 -4.17 -0.58
H 4.74 -5.79 1.69
H 4.24 -6.03 4.12
H 2.63 -4.48 5.21
H 1.52 -2.68 3.88
H 0.24 -1.64 1.95
H 0.50 -1.00 0.33
H 3.79 -0.33 1.65
H 3.91 2.08 2.69
H -0.18 1.11 2.42
H 2.29 0.01 -0.76
H 2.16 1.04 -2.98
C -5.74 1.07 0.05
N -4.55 0.75 0.85
C -3.32 1.26 0.72
O -2.46 0.94 1.53
C -3.03 2.28 -0.40
N -3.47 3.62 0.05
C -4.22 4.51 -0.60
C -4.76 4.20 -1.98
O -4.48 5.59 -0.09
C -1.54 2.29 -0.80
C -1.14 0.94 -1.43
C -1.19 3.37 -1.83
H -6.59 0.48 0.41
H -5.57 0.83 -1.00
H -5.98 2.13 0.16
H -4.66 0.11 1.62
H -3.60 1.98 -1.27
H -3.15 3.92 0.96
H -5.36 3.29 -1.95
H -3.94 4.08 -2.68
H -5.38 5.03 -2.31
H -0.92 2.46 0.08
H -1.71 0.76 -2.33
H -0.08 0.96 -1.67
H -1.32 0.13 -0.72
H -1.39 4.36 -1.42
H -1.78 3.23 -2.74
H -0.13 3.32 -2.08
```

Summary:
**SMILES string**: c1ccc(-c2[nH]c3ccccc3c2Cn2ccnc2)cc1.CNC(=O)[C@@H](NC(C)=O)C(C)C
**Gap between HOMO and LUMO**: 8.4 eV
**E_LUMO**: 0.436 eV
**HOMO energy**: -7.9793 eV

These are the Mulliken partial charges, in e, on atoms 1 to 2: C -0.4683; C -0.7036


DFT (the ωB97M-V functional and the def2-TZVPD basis) results for a molecular structure, C26H31N5O6SeSn.

Geometry as XYZ:
```
70
Properties=species:S:1:pos:R:3
Sn 0.38 -0.41 -0.03
C 3.15 0.37 2.29
O 2.00 -0.45 2.10
C 1.57 -1.09 3.30
C 0.43 -2.02 2.95
O -0.58 -1.40 2.16
C -1.52 -0.55 2.82
C -1.10 0.90 2.78
O -0.84 1.26 1.42
C -0.66 2.67 1.27
H 3.99 -0.23 2.63
H 3.39 0.81 1.32
H 2.94 1.16 3.01
H 2.39 -1.68 3.73
H 1.28 -0.33 4.03
H 0.80 -2.85 2.34
H 0.00 -2.44 3.86
H -2.46 -0.66 2.28
H -1.67 -0.88 3.85
H -1.92 1.51 3.18
H -0.21 1.11 3.39
H -1.57 3.20 1.56
H 0.18 3.02 1.89
H -0.44 2.87 0.23
C 2.12 3.59 -3.84
C 0.82 3.46 -4.32
C -0.11 2.69 -3.64
C 0.28 2.05 -2.47
C 1.57 2.17 -1.99
C 2.50 2.95 -2.67
N -0.63 1.27 -1.68
N -1.83 1.48 -1.90
C -2.79 0.76 -1.16
C -3.94 1.47 -0.84
C -4.97 0.86 -0.14
C -4.88 -0.48 0.21
C -3.74 -1.21 -0.12
C -2.70 -0.59 -0.79
H 2.83 4.21 -4.37
H 0.53 3.96 -5.24
H -1.12 2.58 -4.01
H 1.87 1.67 -1.06
H 3.50 3.06 -2.29
H -4.01 2.50 -1.16
H -5.86 1.42 0.10
H -5.69 -0.97 0.73
H -3.66 -2.26 0.12
O -0.90 -3.05 -2.38
N -1.80 -2.31 -2.32
O -2.77 -2.08 -2.91
O -1.57 -1.32 -1.11
C 2.25 0.13 -5.01
N 3.40 -0.14 -4.16
C 3.40 -0.79 -2.99
Se 1.93 -1.56 -2.13
N 4.67 -0.87 -2.56
C 5.53 -0.27 -3.48
C 6.90 -0.11 -3.51
C 7.42 0.54 -4.61
C 6.60 1.02 -5.64
C 5.23 0.85 -5.61
C 4.71 0.20 -4.50
H 1.35 -0.14 -4.46
H 2.32 -0.46 -5.92
H 2.23 1.19 -5.26
H 4.93 -1.37 -1.72
H 7.54 -0.48 -2.71
H 8.49 0.69 -4.68
H 7.05 1.52 -6.49
H 4.60 1.21 -6.41
```

Summary:
**Net charge**: +2
**Gap between HOMO and LUMO**: 6.6 eV
**E_LUMO**: -6.388 eV
**HOMO energy**: -12.9908 eV

These are the Mulliken partial charges, in e, on atoms 1 to 2: Sn 1.1866; C -0.8740


no.,strongest force on any atom (eV/A),E (a.u.)
1,0.85,-3976.52911
2,0.79,-1474.58535
3,1.96,-3557.03418
4,3.24,-1228.07624
5,2.03,-1433.67127
6,0.55,-4349.62547